(1)
Formula: C18H51BN7O5P3S
Source: OMol25
Level of theory: ωB97M-V/def2-TZVPD

```
86
Properties=species:S:1:pos:R:3
C 3.4459 -2.3827 3.9352
C 2.3620 -2.4718 2.7936
N 2.7062 -2.0362 1.6358
C 0.9967 -3.1293 3.1781
B -0.3197 -2.2959 2.7777
C -1.4620 -3.1130 1.9591
C -2.3224 -4.0368 2.9121
C -3.5302 -3.3356 3.6531
S -3.8609 -1.5872 3.1931
P -0.5091 -0.4248 3.2158
O -1.2817 -0.1803 4.4972
O 0.9997 0.3333 3.3783
O -1.1905 0.3221 1.8619
H 3.2667 -1.5411 4.6426
H 3.4850 -3.3549 4.5024
H 4.4331 -2.3167 3.4070
H 1.9072 -2.1988 1.0083
H 0.9327 -4.1597 2.7281
H 0.9443 -3.2994 4.2960
H -2.0508 -2.4684 1.2645
H -0.8700 -3.8145 1.2974
H -2.6098 -4.9591 2.3418
H -1.6186 -4.4053 3.7157
H -4.4529 -3.9297 3.4054
H -3.4086 -3.3925 4.7585
H -4.6032 -1.6867 2.0257
H 1.4376 -0.0002 4.1737
H -1.5288 1.1679 2.2039
O 7.2898 1.9129 1.0952
P 6.9800 1.4284 -0.3287
N 6.4587 2.9820 -0.9053
C 5.5719 3.2598 -2.0224
C 7.4743 4.0347 -0.8510
N 5.6026 0.4914 0.1491
C 4.2390 0.8888 -0.1503
C 5.6433 -0.0859 1.4931
N 6.8478 0.7337 -1.9582
C 6.6665 -0.7326 -2.0425
C 8.0788 1.0180 -2.7376
H 6.0586 3.1254 -2.9988
H 5.2248 4.2957 -1.9751
H 4.6684 2.6595 -2.0138
H 8.1323 4.0113 -1.7295
H 8.1045 3.9438 0.0339
H 7.0088 5.0230 -0.8006
H 3.9981 1.8780 0.2553
H 3.5232 0.1724 0.2599
H 4.0555 0.8696 -1.2274
H 5.3642 0.6485 2.2592
H 6.6398 -0.4655 1.7235
H 4.9603 -0.9357 1.5710
H 7.4089 -1.2670 -1.4438
H 6.7523 -1.0696 -3.0798
H 5.6739 -1.0409 -1.7231
H 8.9576 0.5518 -2.2821
H 8.2700 2.0901 -2.8078
H 7.9818 0.6561 -3.7629
O -7.1650 -1.2093 -1.8064
P -6.1346 -0.0709 -1.7907
N -7.1037 0.9970 -0.8234
C -7.0258 2.4468 -0.7559
C -7.4389 0.4912 0.5093
N -6.3425 0.3124 -3.4692
C -7.0237 1.5112 -3.9222
C -6.7011 -0.8007 -4.3486
N -4.7629 1.0551 -1.7343
C -3.7684 0.9451 -2.8249
C -3.9910 0.8557 -0.4824
H -6.1611 2.8024 -0.1783
H -7.9219 2.8469 -0.2737
H -6.9948 2.9219 -1.7306
H -6.6354 0.6845 1.2322
H -7.6213 -0.5837 0.5004
H -8.3536 0.9582 0.8846
H -8.0492 1.5731 -3.5412
H -7.0667 1.5503 -5.0137
H -6.4643 2.4063 -3.6415
H -7.7733 -1.0262 -4.3046
H -6.1474 -1.7010 -4.0822
H -6.4421 -0.5703 -5.3862
H -3.4299 -0.0855 -2.9611
H -2.8959 1.5692 -2.6113
H -4.1572 1.3121 -3.7716
H -3.5617 -0.1496 -0.4358
H -4.6160 0.9913 0.4023
H -3.1840 1.5861 -0.4007
```

The value obtained for the total energy is -2922.9218 a.u. The calculation puts the LUMO energy at -0.028 Eh. The value obtained for the maximum force is 8.1 eV/Å. The net charge is 0. The HOMO energy is -7.9 eV.

Atom charges from the Löwdin analysis, given in e for atoms 1 to 5: C -0.04; C -0.41; N 0.14; C -0.10; B -0.26

***

(2)
Formula: C3H8O2
Source: OMol25
Level of theory: ωB97M-V/def2-TZVPD

```
13
Properties=species:S:1:pos:R:3
C 1.1333 0.2970 1.2043
C -0.6392 0.5239 0.2321
O -0.6506 1.4914 -0.5163
C 0.2596 -0.5985 0.1038
O -1.4501 -0.7168 -1.8332
H 2.0398 0.5190 0.6574
H 1.2450 -0.3157 2.0855
H 0.8053 1.2983 1.5835
H -1.2425 0.4491 1.1541
H -1.2754 0.2245 -1.6433
H 0.7954 -0.6900 -0.8465
H -0.0909 -1.5896 0.4394
H -0.9299 -0.8927 -2.6209
```

The value obtained for the total energy is -269.5151 a.u. The calculation puts the LUMO energy at 0.036 Eh. The value obtained for the maximum force is 1.7 eV/Å. The net charge is 0. The HOMO energy is -9.7 eV.

Atom charges from the natural (NBO) analysis, given in e for atoms 1 to 5: C -0.63; C 0.41; O -0.64; C -0.44; O -0.96

***

(3)
Formula: C49H109BrN6O3
Source: OMol25
Level of theory: ωB97M-V/def2-TZVPD

```
168
Properties=species:S:1:pos:R:3
O 0.2569 -1.0500 0.2741
C 0.1796 -0.8260 -1.0338
O -0.0845 0.3436 -1.4674
O 0.3992 -1.6727 -1.9007
H 0.3233 -2.0075 0.2555
C -3.8104 -7.1972 -1.9321
C -2.6251 -6.9602 -2.9102
C -1.6690 -8.1801 -2.8183
N -0.7618 -8.3180 -4.1017
C 0.0629 -6.9956 -4.3405
C -1.6695 -8.6354 -5.2949
C -0.9855 -9.7827 -6.0547
C -0.5498 -10.5455 -4.8012
C 0.1764 -9.5416 -3.9583
H -4.5053 -7.8711 -2.4332
H -4.3721 -6.2841 -1.7348
H -3.5841 -7.6282 -0.9568
H -2.0612 -6.0959 -2.5595
H -3.1038 -6.7056 -3.8557
H -2.2383 -9.1043 -2.7194
H -0.9375 -7.9804 -2.0353
H -0.7327 -6.2507 -4.3254
H 0.4630 -7.0859 -5.3505
H 0.8269 -6.8472 -3.5774
H -1.8511 -7.7828 -5.9494
H -2.5553 -8.9756 -4.7585
H -0.1853 -9.2821 -6.5999
H -1.7355 -10.2082 -6.7213
H 0.2304 -11.2872 -4.9720
H -1.3942 -10.9238 -4.2249
H 1.0969 -9.2644 -4.4721
H 0.3200 -9.8291 -2.9167
C -5.4241 2.0740 -1.8563
C -5.8599 1.2036 -0.6603
C -5.0932 1.7089 0.6484
N -5.4779 0.7860 1.9661
C -4.4530 1.2173 3.0064
C -6.8905 1.1058 2.4439
C -7.5369 -0.1883 2.8353
C -6.9136 -1.2034 1.9570
C -5.4757 -0.7694 1.9347
H -5.9865 3.0009 -1.9687
H -5.6228 1.6183 -2.8263
H -4.3660 2.3355 -1.8643
H -5.5528 0.2084 -0.9816
H -6.9389 1.1540 -0.5141
H -5.2402 2.7309 0.9980
H -4.0138 1.6249 0.5218
H -4.6096 2.2901 3.1198
H -3.3959 1.0428 2.8061
H -4.6630 0.7092 3.9475
H -6.9022 1.8503 3.2400
H -7.3964 1.5654 1.5948
H -7.3522 -0.4135 3.8857
H -8.6188 -0.0952 2.7404
H -6.8504 -2.1631 2.4700
H -7.1471 -1.3971 0.9101
H -4.8156 -1.2714 2.6420
H -5.1628 -1.0333 0.9245
C 0.6846 10.8638 0.9854
C 0.8717 9.3786 1.1966
C 0.9363 8.6631 -0.1923
N 1.3810 7.1694 -0.1987
C 1.9200 6.7733 -1.6191
C 0.2168 6.2212 0.2929
C 0.8460 5.3796 1.4139
C 1.8540 6.2712 2.0146
C 2.5437 6.8525 0.7732
H -0.0772 11.1201 0.2492
H 1.6438 11.3570 0.8280
H 0.3225 11.2661 1.9315
H 0.0343 8.9016 1.7059
H 1.8129 9.3850 1.7463
H 1.5298 9.1086 -0.9906
H 0.0578 8.7105 -0.8358
H 2.2237 5.7265 -1.6230
H 2.7542 7.3501 -2.0183
H 1.1190 6.7985 -2.3579
H -0.0141 5.6016 -0.5737
H -0.6455 6.8385 0.5447
H 1.2889 4.4839 0.9783
H 0.1152 5.1941 2.2010
H 2.4940 5.6404 2.6315
H 1.4988 7.0329 2.7088
H 3.1035 6.0153 0.3564
H 3.1639 7.7290 0.9611
C 0.9859 0.1114 7.3276
C 1.5669 1.2056 8.1957
C 0.5374 2.3651 8.1748
N 0.8861 3.4632 9.2375
C 0.3266 3.0850 10.6547
C 0.2210 4.7519 8.8696
C 1.3298 5.8008 8.6792
C 2.5484 5.4427 9.4403
C 2.3622 3.9366 9.1724
H 0.9995 0.3983 6.2761
H -0.0027 -0.2443 7.6178
H 1.6490 -0.7515 7.3896
H 2.5633 1.4842 7.8526
H 1.6812 0.7503 9.1794
H -0.4118 1.9822 8.5496
H 0.2908 2.8199 7.2154
H 0.5698 3.9498 11.2720
H 0.6920 2.1817 11.1432
H -0.7618 3.1393 10.6813
H -0.3515 4.9922 9.7655
H -0.5068 4.7715 8.0584
H 1.0994 6.7951 9.0616
H 1.4215 5.8724 7.5954
H 2.3790 5.7545 10.4709
H 3.4992 5.7919 9.0377
H 2.8691 3.2666 9.8669
H 2.6724 3.7239 8.1494
C 2.2388 1.3302 -6.2002
C 1.1483 0.7705 -7.2073
C -0.2084 1.5073 -7.0854
N -1.4147 0.7869 -7.8993
C -0.9375 0.2456 -9.3573
C -1.9481 -0.4773 -7.2679
C -3.5268 -0.5867 -7.5839
C -3.8180 0.5699 -8.4188
C -2.7176 1.6022 -8.1496
H 2.2857 2.4184 -6.2393
H 3.1738 0.9187 -6.5805
H 2.0482 0.8959 -5.2188
H 1.0088 -0.2876 -6.9858
H 1.4806 0.7868 -8.2453
H -0.1300 2.4749 -7.5811
H -0.5431 1.5670 -6.0498
H -0.8371 1.1870 -9.8975
H -1.7149 -0.2586 -9.9313
H 0.0269 -0.2503 -9.4675
H -1.2783 -1.2808 -7.5742
H -1.8538 -0.4778 -6.1820
H -3.6779 -1.5465 -8.0779
H -3.9639 -0.4583 -6.5937
H -3.9430 0.2725 -9.4600
H -4.7679 1.0784 -8.2542
H -2.4609 2.3408 -8.9090
H -2.8781 2.0670 -7.1769
C 5.2194 -6.8703 -0.0818
C 5.7998 -5.8254 0.8090
C 5.6512 -4.3399 0.1853
N 6.1559 -3.0697 1.0340
C 7.6464 -3.2156 1.4942
C 5.3258 -2.8230 2.3172
C 5.3647 -1.3158 2.5247
C 5.5849 -0.6020 1.1792
C 6.0726 -1.7209 0.2049
H 5.6164 -7.7835 0.3614
H 5.6293 -6.9440 -1.0891
H 4.1337 -6.8208 0.0013
H 6.8565 -5.9229 1.0578
H 5.2419 -5.6801 1.7341
H 4.7286 -3.9443 -0.2395
H 6.3753 -4.3731 -0.6288
H 7.7068 -4.0495 2.1936
H 7.8986 -2.5102 2.2860
H 8.4059 -3.3141 0.7187
H 5.7181 -3.4343 3.1299
H 4.2576 -3.0339 2.2667
H 6.2167 -0.9532 3.0998
H 4.4533 -0.9537 3.0005
H 6.2731 0.2385 1.2689
H 4.6219 -0.2308 0.8286
H 6.9146 -1.3828 -0.3990
H 5.3223 -1.8098 -0.5808
Br 0.0590 -6.1000 3.1987
```

The value obtained for the total energy is -5059.1368 a.u. The calculation puts the LUMO energy at -0.245 Eh. The value obtained for the maximum force is 6.2 eV/Å. The net charge is +4. The HOMO energy is -10.5 eV.

Atom charges from the Löwdin analysis, given in e for atoms 1 to 5: O 0.06; C -0.93; O -0.15; O -0.07; H 0.10

***

(4)
Formula: C14H31F4P
Source: OMol25
Level of theory: ωB97M-V/def2-TZVPD

```
50
Properties=species:S:1:pos:R:3
F -4.6928 -0.7369 3.8276
C -3.9149 -1.8337 4.5138
F -3.4487 -1.3795 5.8445
C -2.6703 -2.1917 3.4610
F -3.3655 -2.5984 2.1827
F -1.8533 -0.9634 3.1345
P -1.6041 -3.6804 4.0153
H -4.6278 -2.7731 4.6664
H -1.8984 -4.0388 5.3874
H -2.0133 -4.7998 3.1745
C -3.0953 0.0455 0.1173
C -2.8504 -1.3045 -0.5379
C -1.3774 -1.5556 -0.8715
C -0.7604 -0.5827 -1.8836
C -1.4672 -0.5125 -3.2391
C -1.4440 -1.8304 -3.9967
H -2.8220 0.8725 -0.5451
H -4.1559 0.1569 0.3654
H -2.5197 0.1410 1.0436
H -3.4704 -1.3974 -1.4366
H -3.1876 -2.0903 0.1501
H -1.2713 -2.5819 -1.2415
H -0.7905 -1.5083 0.0544
H 0.2870 -0.8697 -2.0431
H -0.7315 0.4241 -1.4498
H -0.9681 0.2481 -3.8505
H -2.5017 -0.1758 -3.1164
H -0.4161 -2.1641 -4.1691
H -1.9293 -1.7121 -4.9711
H -1.9769 -2.6171 -3.4556
C 1.7039 2.4598 -2.0237
C 2.5573 1.3879 -1.3647
C 2.5542 1.4687 0.1643
C 3.1364 2.7595 0.7526
C 4.5764 3.0750 0.3422
C 5.5753 2.0260 0.8038
H 2.0759 3.4652 -1.8041
H 1.7140 2.3335 -3.1112
H 0.6647 2.3952 -1.6856
H 3.5812 1.4407 -1.7513
H 2.1683 0.4049 -1.6595
H 3.1026 0.6072 0.5623
H 1.5231 1.3601 0.5235
H 3.0849 2.6932 1.8471
H 2.4980 3.6067 0.4744
H 4.8579 4.0391 0.7811
H 4.6483 3.2005 -0.7430
H 5.5513 1.9156 1.8923
H 6.5897 2.3209 0.5159
H 5.3744 1.0504 0.3526
```

The value obtained for the total energy is -1292.7250 a.u. The calculation puts the LUMO energy at 0.013 Eh. The value obtained for the maximum force is 4.8 eV/Å. The net charge is 0. The HOMO energy is -10.1 eV.

Atom charges from the natural (NBO) analysis, given in e for atoms 1 to 5: F -0.35; C 0.51; F -0.35; C 0.42; F -0.37

***

(5)
Formula: C22H32N3O2
Source: OMol25
Level of theory: ωB97M-V/def2-TZVPD

```
59
Properties=species:S:1:pos:R:3
C -6.9101 -0.9973 1.1392
H -6.4947 -0.9241 2.1417
H -7.7708 -1.6602 1.1828
H -7.2611 -0.0181 0.8224
C -5.8845 -1.5643 0.1547
C -4.6421 -0.6979 0.0429
C -4.4850 0.4935 0.7366
C -3.3435 1.2720 0.6094
C -2.3287 0.8608 -0.2325
C -2.4576 -0.3317 -0.9344
C -3.5994 -1.0915 -0.7956
H -3.6729 -2.0078 -1.3591
H -1.6642 -0.6464 -1.5961
O -1.1324 1.5499 -0.4375
C -0.9729 2.8184 0.1636
C 0.3655 3.4671 -0.2952
O 1.1026 3.9170 0.8192
H 0.7356 4.7387 1.1618
H 0.1442 4.3115 -0.9610
C 1.2624 2.5195 -1.1106
N 1.4597 1.1974 -0.4774
C 2.3059 1.2377 0.7352
H 1.9266 2.0005 1.4144
H 3.3202 1.5103 0.4328
C 2.3187 -0.1476 1.3971
N 2.8062 -1.1437 0.4758
C 4.1855 -1.3040 0.3163
N 4.6289 -1.3451 -0.9363
C 5.9161 -1.5728 -1.1484
C 6.8342 -1.7496 -0.1303
C 6.3715 -1.6975 1.1788
C 5.0294 -1.4733 1.4159
H 4.6431 -1.4610 2.4222
H 7.0500 -1.8412 2.0059
H 7.8736 -1.9282 -0.3486
H 6.2100 -1.6039 -2.1888
C 2.0086 -1.1793 -0.7262
H 2.4403 -1.9160 -1.4030
C 1.9818 0.1844 -1.4234
H 1.3409 0.1498 -2.3046
H 2.9976 0.4519 -1.7209
H 0.9928 -1.4861 -0.4550
H 2.9495 -0.1112 2.2838
H 1.3054 -0.4244 1.7090
H 0.4944 0.9027 -0.2138
H 2.2335 2.9999 -1.2465
H 0.7952 2.3619 -2.0837
H -1.8137 3.4673 -0.1048
H -0.9468 2.7179 1.2587
H -3.2738 2.1894 1.1724
H -5.2563 0.8476 1.3991
C -6.5444 -1.6598 -1.2282
H -6.8163 -0.6692 -1.5864
H -7.4471 -2.2622 -1.1667
H -5.8807 -2.1168 -1.9568
C -5.4790 -2.9644 0.6369
H -4.8087 -3.4521 -0.0652
H -4.9805 -2.9027 1.6021
H -6.3630 -3.5871 0.7469
```

The value obtained for the total energy is -1172.0424 a.u. The calculation puts the LUMO energy at -0.078 Eh. The value obtained for the maximum force is 1.0 eV/Å. The net charge is +1. The HOMO energy is -11.1 eV.

Atom charges from the natural (NBO) analysis, given in e for atoms 1 to 5: C -0.61; H 0.21; H 0.22; H 0.21; C -0.06

***

(6)
Formula: C23H24I2MnN3O3S
Source: OMol25
Level of theory: ωB97M-V/def2-TZVPD

```
57
Properties=species:S:1:pos:R:3
Mn 0.5683 -0.4003 0.4002
C -1.6302 -4.1786 2.1214
C -2.3731 -3.3823 1.0925
N -3.6105 -3.7120 0.8208
C -4.3020 -3.0704 -0.1335
C -3.7636 -2.0582 -0.8867
C -4.5801 -1.3924 -1.9704
O -4.5283 0.0295 -1.9260
C -2.4440 -1.6303 -0.5916
C -1.8055 -0.6850 -1.4624
N -0.7301 -0.0097 -1.2232
C -0.1766 0.7195 -2.3046
C -0.8864 1.7438 -2.9261
C -0.3348 2.4345 -3.9936
C 0.9222 2.0956 -4.4712
C 1.6363 1.0646 -3.8762
C 1.0842 0.3985 -2.7996
I 2.1395 -1.2191 -1.8958
C -1.7283 -2.2702 0.4574
O -0.5531 -1.9112 0.8444
H -2.3252 -4.8408 2.6301
H -1.1303 -3.5336 2.8454
H -0.8600 -4.7838 1.6379
H -5.3257 -3.3961 -0.2796
H -5.6111 -1.7493 -1.9178
H -4.1870 -1.6715 -2.9514
H -4.9862 0.3321 -1.1346
H -2.2465 -0.5745 -2.4495
H -1.8772 1.9852 -2.5606
H -0.8931 3.2358 -4.4583
H 1.3503 2.6214 -5.3134
H 2.6105 0.7833 -4.2517
O -0.0182 0.5711 2.2074
S -0.7243 0.9601 3.4815
C -1.2226 -0.6303 4.2467
C -2.7356 -0.5931 4.4037
C -3.2586 0.0700 3.1343
C -2.4446 1.3485 2.9795
H -0.6867 -0.7563 5.1858
H -0.8986 -1.3904 3.5337
H -3.0145 0.0022 5.2760
H -3.1356 -1.5976 4.5393
H -4.3266 0.2775 3.1923
H -3.0872 -0.5837 2.2747
H -2.7889 2.1407 3.6460
H -2.3966 1.7289 1.9604
I 4.7661 0.8306 3.6545
C 3.3889 1.6120 2.2816
C 2.9449 2.9206 2.3836
C 2.0292 3.3772 1.4455
C 1.5929 2.5167 0.4587
N 2.0202 1.2536 0.3587
C 2.9184 0.8172 1.2514
H 3.3062 3.5697 3.1692
H 1.6667 4.3950 1.4812
H 0.8948 2.8394 -0.3046
H 3.3007 -0.1887 1.1074
```

The value obtained for the total energy is -3425.1610 a.u. The calculation puts the LUMO energy (spin up / spin down) at -0.105 / -0.104 Eh. Its spin multiplicity is 2. The value obtained for the maximum force is 1.4 eV/Å. The net charge is +1. The HOMO energy (spin up / spin down) is -10.5 / -10.6 eV.

Atom charges from the natural (NBO) analysis, given in e for atoms 1 to 5: Mn 1.19; C -0.64; C 0.17; N -0.38; C -0.02

***

(7)
Formula: C3H6N4S
Source: OMol25
Level of theory: ωB97M-V/def2-TZVPD

```
14
Properties=species:S:1:pos:R:3
C -2.0341 0.3291 -0.2020
C -1.1741 -0.7129 0.4982
C 1.3768 -0.3902 -0.6654
N -1.0092 1.3599 -0.6123
N 0.0942 1.5257 -0.8563
N 3.0549 0.5650 0.6949
N 2.2082 -0.2708 0.3261
S 0.1075 -1.5812 -0.5333
H -2.5777 0.0558 -1.1040
H -2.7609 0.7539 0.4533
H -0.6966 -0.1486 1.3105
H -1.7480 -1.5994 0.8272
H 1.5627 -0.0859 -1.6076
H 3.5963 0.1996 1.4706
```

The value obtained for the total energy is -734.9289 a.u. The calculation puts the LUMO energy (spin up / spin down) at -0.014 / 0.019 Eh. The value obtained for the maximum force is 3.5 eV/Å. The net charge is 0. The HOMO energy (spin up / spin down) is -6.9 / -7.7 eV.

Atom charges from the natural (NBO) analysis, given in e for atoms 1 to 5: C -0.27; C -0.54; C -0.20; N -0.09; N 0.02

***

(8)
Formula: C4H7NO2
Source: OMol25
Level of theory: ωB97M-V/def2-TZVPD

```
14
Properties=species:S:1:pos:R:3
C -1.1389 -1.1193 0.0664
C -0.5892 0.2745 -0.0465
N -1.2513 1.3379 0.2683
O -2.5290 1.0122 0.6967
C 0.7436 0.5072 -0.5296
C 2.7103 -0.2054 -0.2359
O 1.5445 -0.5397 -0.7992
H -2.0623 -1.1984 -0.5145
H -0.4172 -1.8576 -0.2884
H -1.3985 -1.3377 1.1080
H -2.8973 1.8741 0.9269
H 1.1281 1.4996 -0.7119
H 3.6053 -0.4617 -0.7890
H 2.7110 0.1412 0.7863
```

The value obtained for the total energy is -361.6690 a.u. The calculation puts the LUMO energy (spin up / spin down) at 0.013 / 0.005 Eh. The value obtained for the maximum force is 2.2 eV/Å. The net charge is 0. The HOMO energy (spin up / spin down) is -7.6 / -8.0 eV.

Atom charges from the natural (NBO) analysis, given in e for atoms 1 to 5: C -0.68; C 0.09; N -0.12; O -0.57; C 0.11